Record 1
Density functional theory data (the ωB97M-V functional and the def2-TZVPD basis) for one molecule with the formula C6H10O.

Properties
2S+1: 1
Kohn-Sham gap, eV: 10.35
Calculated total energy, eV: -8428.9597
E_HOMO, Ha: -0.34112

Last column: Löwdin charge in e.
Geometry (Å):
C: 1.792 0.465 -0.658  -0.01
C: 0.528 0.109 0.152  -0.51
C: 0.189 -1.379 0.399  -0.08
C: -1.281 -1.117 -0.036  -0.10
C: -0.829 0.304 -0.494  -0.18
C: -1.056 1.380 0.573  -0.11
O: 0.227 1.073 1.182  -0.06
H: 2.619 0.400 0.044  0.08
H: 2.010 -0.215 -1.502  0.09
H: 1.797 1.485 -1.084  0.09
H: 0.704 -2.000 -0.340  0.11
H: 0.376 -1.760 1.403  0.11
H: -1.968 -1.089 0.824  0.11
H: -1.722 -1.813 -0.759  0.10
H: -0.350 0.542 -1.441  0.14
H: -1.878 1.185 1.282  0.12
H: -1.137 2.426 0.251  0.11


Record 2
Density functional theory data (the ωB97M-V functional and the def2-TZVPD basis) for one molecule with the formula C6H10O.

Properties
2S+1: 1
Kohn-Sham gap, eV: 10.56
Calculated total energy, eV: -8431.0369
E_HOMO, Ha: -0.35269

Last column: Löwdin charge in e.
Geometry (Å):
C: 2.359 1.225 -0.328  -0.02
C: 1.016 0.684 -0.768  -0.45
C: -1.565 -2.174 0.940  0.00
C: -1.123 -1.400 -0.047  -0.19
C: -1.388 0.078 -0.156  -0.21
C: -0.146 0.906 0.186  -0.14
O: 0.878 0.104 -1.825  0.08
H: 2.278 2.270 -0.008  0.08
H: 3.079 1.136 -1.144  0.08
H: 2.718 0.650 0.534  0.09
H: -2.191 -1.780 1.740  0.06
H: -1.321 -3.232 0.986  0.05
H: -0.497 -1.825 -0.830  0.10
H: -2.202 0.361 0.522  0.11
H: -1.703 0.322 -1.177  0.12
H: -0.380 1.981 0.162  0.13
H: 0.188 0.694 1.210  0.12


Record 3
Density functional theory data (the ωB97M-V functional and the def2-TZVPD basis) for one molecule with the formula C6H10O.

Properties
2S+1: 1
Kohn-Sham gap, eV: 8.94
Calculated total energy, eV: -8428.2470
E_HOMO, Ha: -0.30146

Last column: Löwdin charge in e.
Geometry (Å):
C: -0.935 -0.978 1.950  -0.06
C: -0.329 -0.381 0.700  -0.35
C: -0.312 0.928 0.413  -0.07
C: 0.222 1.537 -0.868  -0.24
C: 0.377 0.505 -1.970  -0.13
C: 0.046 -1.476 -0.215  -0.08
O: 1.275 -1.895 -0.035  0.03
H: -0.185 -1.531 2.530  0.08
H: -1.726 -1.698 1.710  0.08
H: -1.341 -0.180 2.571  0.08
H: -0.830 1.605 1.092  0.11
H: 1.176 2.057 -0.713  0.11
H: -0.489 2.280 -1.224  0.10
H: 0.416 0.892 -2.995  0.08
H: 1.322 -0.021 -1.829  0.07
H: -0.477 -0.175 -1.867  0.06
H: 1.759 -1.350 0.621  0.13